Computed, not measured: C15H17N3O3S2 in the gas phase in a non-equilibrium geometry, with wB97M-V/def2-TZVPD.

```
40
Properties=species:S:1:pos:R:3:mulliken_charge:R:1
S -1.6937 0.2386 1.2192 -0.2006
S 0.6883 -1.5806 1.6834 -0.0548
O 3.1758 -2.4896 2.1800 -0.2277
O 3.5727 -3.9150 0.4945 -0.5765
O -4.4482 2.5224 -2.1093 -0.6222
N -0.5391 -1.0893 -0.6493 -0.4340
N -1.4940 -0.4039 -1.2599 -0.3358
N -3.1993 1.1874 -0.8391 -0.0071
C 1.0445 2.2928 0.1897 -0.4915
C -0.8512 3.2572 -0.9198 -0.1341
C -0.5740 2.5244 -2.0672 0.6296
C 1.5936 -2.5643 0.4485 -0.2415
C -2.1885 0.3501 -0.4848 0.3637
C -0.0495 3.1413 0.2025 -0.7972
C -1.4815 2.5982 -3.2620 -1.2181
C -0.4808 -0.8852 0.6209 0.4203
C -3.4968 1.7823 -2.0585 0.2132
C 1.3369 1.5695 -0.9543 -0.5646
C 4.2947 -2.4208 4.2907 -1.1511
C 0.5329 1.6845 -2.0740 -0.3241
C -2.5732 1.5065 -3.2101 -0.4662
C 4.3788 -2.8839 2.8491 -0.2788
C 2.8937 -3.0802 1.0273 0.2943
H 5.2052 -2.6949 4.8150 0.3883
H -1.9648 3.5762 -3.3074 0.3829
H -0.9026 2.4538 -4.1756 0.4137
H 4.1712 -1.3421 4.3290 0.3046
H 5.2281 -2.4240 2.3321 0.2906
H 1.7921 -1.9246 -0.4126 0.2754
H 4.4797 -3.9720 2.7767 0.3496
H -1.7060 3.9195 -0.9048 0.4078
H -2.1150 0.5249 -3.1114 0.4399
H -3.1627 1.5589 -4.1263 0.4206
H 1.6644 2.1939 1.0688 0.4247
H 0.9729 -3.3978 0.1196 0.3932
H 3.4451 -2.8839 4.7848 0.2986
H -0.2817 3.7099 1.0912 0.4036
H 2.1930 0.9102 -0.9728 0.4466
H 0.7575 1.1074 -2.9588 0.3632
H -3.7870 1.5148 -0.0801 0.2017
```

Computed properties:
* HOMO energy: -8.56 eV
* max |F|: 0.0336 hartree/bohr
* structure (SMILES): CCOC(=O)CSc1nnc(NC(=O)CCc2ccccc2)s1
* total energy: -1768.16873 Ha
* E_LUMO: 0.404 eV
* charge: 0
* energy above the lowest of the compared OMol25 structures with the same formula, charge and spin: 127.66 kJ/mol